No. 1
Entry from the Open Molecules 2025 dataset: a cluster of 2 separate species, FH2O2P in total (ωB97M-V/def2-TZVPD).

```
6
Properties=species:S:1:pos:R:3:forces:R:3:lowdin_charge:R:1
H -1.01096 1.29498 -0.50704 -0.9 0.1 0.4 0.0706
O -1.90378 1.17499 -0.08703 0.8 -1.0 -0.3 -0.3366
H 1.15332 -1.74540 -0.02398 1.4 2.1 0.4 0.0940
F 1.79722 -1.03345 0.17255 -1.4 -1.9 -0.4 -0.1460
O -0.93399 -1.15457 -0.35734 -0.9 0.3 0.4 -0.4876
P -2.11224 -0.42576 0.17650 0.9 0.4 -0.5 0.8056
```
Forces are in eV/Å.

The LUMO energy is -0.019 Ha. Its net charge is 0. The SMILES is O=PO.F. The spin multiplicity is 1. The calculation puts the frontier orbital gap at 10.718 eV. Its total energy is -16134.821 eV. As for the molecular weight: 84.0 g mol⁻¹. The value obtained for the energy relative to the best compared isomer or geometry (same formula, charge and spin) is 99.14 kJ/mol.

No. 2
Entry from the Open Molecules 2025 dataset: an isolated molecule of FH3N2O2S (ωB97M-V/def2-TZVPD).

```
9
Properties=species:S:1:pos:R:3:forces:R:3:lowdin_charge:R:1
H 1.32311 0.51537 -1.56376 -1.2 0.4 1.5 0.1142
H -0.57935 -1.29946 1.82497 2.1 2.1 -3.3 0.2098
N 0.10155 -1.03501 0.88495 -2.2 0.9 5.3 -0.1744
O -0.99049 1.26915 0.86127 0.2 -0.1 0.5 -0.2812
N 0.87663 0.91633 -0.69653 -0.3 -3.0 -1.5 -0.0724
H 1.06136 1.86122 -0.55934 0.0 1.7 0.6 0.0395
S -0.53834 0.29793 -0.07089 0.8 -0.9 -0.9 0.5617
O -1.40411 -0.23706 -1.07366 0.6 0.1 0.1 -0.2884
F 0.14964 -2.28848 0.39299 0.0 -1.3 -2.2 -0.1088
```
Forces are in eV/Å.

The LUMO energy is 0.021 Ha. Its net charge is 0. The SMILES is NS(=O)(=O)NF. The spin multiplicity is 1. The calculation puts the frontier orbital gap at 10.940 eV. Its total energy is -20672.951 eV. As for the molecular weight: 114.1 g mol⁻¹. The value obtained for the energy relative to the best compared isomer or geometry (same formula, charge and spin) is 212.40 kJ/mol.

No. 3
Entry from the Open Molecules 2025 dataset: a cluster of 2 separate species, FH3NOPS in total (ωB97M-V/def2-TZVPD).

```
8
Properties=species:S:1:pos:R:3:forces:R:3:lowdin_charge:R:1
H 1.98950 -0.59052 0.48731 -0.9 -2.2 -0.5 0.0662
H 1.87134 -2.27695 0.42153 -0.7 2.8 -0.5 0.0806
O 1.44974 -1.38171 0.15097 1.6 -0.5 1.0 -0.1549
P -1.30823 0.76532 0.02269 -0.4 -1.7 1.0 0.2659
F -0.85231 0.18253 1.47599 -1.2 1.1 -1.8 -0.2642
H 0.04826 1.52560 -1.47979 -0.3 0.5 -0.3 0.0001
N -0.11859 1.57240 -0.48609 0.0 -0.6 0.3 -0.2127
S -3.07972 0.20332 -0.59260 1.9 0.6 0.9 0.2189
```
Forces are in eV/Å.

The LUMO energy is -0.016 Ha. Its net charge is 0. The spin multiplicity is 1. The calculation puts the frontier orbital gap at 9.586 eV. Its total energy is -26427.989 eV. As for the molecular weight: 115.1 g mol⁻¹. The value obtained for the energy relative to the best compared isomer or geometry (same formula, charge and spin) is 269.82 kJ/mol.

No. 4
Entry from the Open Molecules 2025 dataset: the ion FH3O3P with charge +1 (ωB97M-V/def2-TZVPD).

```
8
Properties=species:S:1:pos:R:3:forces:R:3:lowdin_charge:R:1
F -0.25660 -1.69048 0.77655 1.0 2.4 -0.3 -0.0189
H -1.84241 -0.90119 -0.73143 -0.2 0.1 -0.2 0.1436
H 0.85108 0.97943 1.57599 0.5 0.5 0.7 0.1271
O -1.17646 -0.20478 -0.86716 0.7 0.6 0.8 0.0082
H 1.77004 0.54443 -0.88155 -0.4 -1.0 0.3 0.1746
O -0.02858 0.91393 1.19378 -0.7 -1.2 -0.9 0.0197
O 1.38329 -0.30133 -0.51852 -0.2 0.8 -0.1 -0.0087
P -0.01159 -0.25221 0.16010 -0.7 -2.1 -0.4 0.5544
```
Forces are in eV/Å.

The LUMO energy is -0.169 Ha. Its net charge is +1. The spin multiplicity is 1. The calculation puts the frontier orbital gap at 14.702 eV. Its total energy is -18192.932 eV. As for the molecular weight: 101.0 g mol⁻¹. The value obtained for the energy relative to the best compared isomer or geometry (same formula, charge and spin) is 42.11 kJ/mol.

No. 5
Entry from the Open Molecules 2025 dataset: an isolated molecule of FH4N2PS (ωB97M-V/def2-TZVPD).

```
9
Properties=species:S:1:pos:R:3:forces:R:3:lowdin_charge:R:1
H -0.49563 -1.29495 1.70997 -0.2 -0.1 0.2 0.0625
S -1.66257 1.67551 0.76711 1.2 -0.7 0.1 0.1994
H 0.98315 0.43847 -1.84465 -0.7 -0.1 0.6 0.0625
H 1.44272 1.12904 -0.42992 0.3 0.1 -0.1 0.0359
P -0.56714 0.24793 0.04015 -0.9 0.0 -3.2 0.1022
N -0.04903 -1.05677 0.84300 -2.4 -0.3 1.5 -0.0902
F -1.49676 -0.38989 -1.13841 1.1 0.3 0.8 -0.2718
H 0.91449 -1.09895 0.87629 2.2 -0.4 0.0 0.0183
N 0.93077 0.34961 -0.82353 -0.6 1.2 0.1 -0.1188
```
Forces are in eV/Å.

The LUMO energy is 0.026 Ha. Its net charge is 0. The SMILES is NP(N)(F)=S. The spin multiplicity is 1. The calculation puts the frontier orbital gap at 9.970 eV. Its total energy is -25889.104 eV. As for the molecular weight: 114.1 g mol⁻¹. The value obtained for the energy relative to the best compared isomer or geometry (same formula, charge and spin) is 10.62 kJ/mol.

No. 6
Entry from the Open Molecules 2025 dataset: a structure of composition FHMgNO3S2Sc (ωB97M-V/def2-TZVPD).

```
10
Properties=species:S:1:pos:R:3:forces:R:3:lowdin_charge:R:1
H -2.94144 -2.32122 1.36746 0.0 -0.1 0.2 0.0961
Mg 1.23811 3.50736 0.18077 -0.3 -2.4 -1.2 1.0547
N 0.21556 0.59502 -0.91588 -0.3 0.3 0.4 -0.9217
O -2.33159 -2.63471 0.68741 0.7 0.3 0.2 -0.1982
S 1.36948 0.33722 0.11609 1.5 0.3 -1.2 0.8009
F 2.72807 0.06095 -0.89417 -1.2 0.3 1.0 -0.3506
O 1.85723 1.64593 0.72600 -0.5 0.5 0.0 -0.6432
Sc -1.34208 -1.25132 -0.62221 1.0 0.7 0.0 1.1247
S 0.20026 2.16323 -1.78075 0.2 0.2 1.2 0.3638
O -0.99360 -2.10245 1.13529 -1.1 -0.1 -0.7 -0.3265
```
Forces are in eV/Å.

The LUMO energy (alpha / beta) is -0.221 / -0.223 Ha. Its net charge is +1. The spin multiplicity is 2. The calculation puts the frontier orbital gap (alpha / beta) at 4.341 / 5.856 eV. Its total energy is -58172.355 eV. As for the molecular weight: 215.4 g mol⁻¹. The value obtained for the energy relative to the best compared isomer or geometry (same formula, charge and spin) is 295.47 kJ/mol.

Question: Which of these has the highest energy relative to the best compared isomer or geometry (same formula, charge and spin)?
Answer: FHMgNO3S2Sc

Question: What is the formula in the sixth record?
Answer: FHMgNO3S2Sc